Formula: C30H31N8O2V
Source: the OMol25 dataset
Level of theory: wB97M-V/def2-TZVPD

Last column: Löwdin charge in e.
Cartesian coordinates (Å):
V 0.150 0.574 0.388  0.88
O -5.379 -3.140 -0.091  0.01
C -4.337 -3.387 0.496  -0.70
O -3.785 -4.358 1.020  -0.02
C -3.453 -2.088 0.740  -0.05
C -3.546 -1.032 -0.180  0.08
C -2.582 -0.052 -0.142  -0.20
N -1.571 -0.077 0.769  -0.03
C -1.576 -1.035 1.749  -0.20
C -2.476 -2.083 1.731  0.06
C -0.497 -0.835 2.694  -0.21
C -0.487 -1.347 3.995  0.01
C 0.520 -0.981 4.858  -0.05
C 1.502 -0.092 4.406  -0.05
C 1.441 0.376 3.117  -0.12
N 0.475 0.016 2.247  -0.05
C -2.461 1.050 -1.095  -0.20
C -3.543 1.616 -1.768  0.03
C -3.318 2.677 -2.623  -0.02
C -2.017 3.146 -2.784  -0.04
C -1.001 2.541 -2.072  -0.12
N -1.200 1.519 -1.236  0.04
H -4.336 -1.038 -0.917  0.13
H -2.403 -2.911 2.422  0.13
H -1.296 -1.991 4.310  0.13
H 0.536 -1.355 5.873  0.11
H 2.297 0.233 5.063  0.11
H 2.186 1.078 2.758  0.11
H -4.538 1.234 -1.592  0.13
H -4.140 3.145 -3.147  0.12
H -1.796 3.967 -3.451  0.11
H 0.023 2.887 -2.172  0.12
N 2.383 0.765 -0.069  0.06
C 2.679 2.179 0.040  -0.22
C 3.900 2.720 -0.272  0.01
C 4.126 4.099 -0.119  -0.04
C 3.124 4.923 0.315  0.00
C 1.846 4.401 0.614  -0.13
C 0.748 5.208 0.991  0.03
C -0.459 4.613 1.250  -0.01
C -0.578 3.223 1.164  -0.07
N 0.419 2.426 0.789  -0.04
C 1.631 3.006 0.501  -0.15
H 2.752 0.385 -0.934  0.11
H 2.860 0.258 0.673  0.11
H 4.694 2.083 -0.642  0.13
H 5.101 4.502 -0.353  0.12
H 3.293 5.986 0.425  0.13
H 0.869 6.281 1.063  0.13
H -1.325 5.201 1.520  0.12
H -1.516 2.738 1.402  0.13
C -0.095 -3.192 -3.322  -0.04
N 0.533 -2.192 -2.463  -0.15
C 0.344 -0.844 -2.952  -0.05
C 0.695 -2.432 -1.129  -0.39
N 0.578 -1.514 -0.204  0.10
N 1.000 -3.733 -0.810  -0.16
C 1.973 -4.488 -1.590  -0.04
C 0.876 -4.171 0.566  -0.04
H -1.043 -2.798 -3.698  0.10
H -0.305 -4.102 -2.768  0.10
H 0.538 -3.427 -4.179  0.10
H 0.725 -0.781 -3.972  0.10
H 0.874 -0.132 -2.328  0.05
H -0.717 -0.577 -2.964  0.09
H 0.881 -1.911 0.679  0.05
H 2.178 -3.992 -2.533  0.08
H 1.607 -5.496 -1.789  0.10
H 2.915 -4.565 -1.036  0.10
H 1.730 -3.864 1.185  0.10
H 0.823 -5.258 0.576  0.10
H -0.047 -3.791 1.004  0.09

Forces on atoms 1 to 2 (eV/Å):
V 1.39 -1.95 -2.84
O -0.71 -0.38 -0.69

2S+1 ... 2
Charge ... +1
E ... -73312.69514 eV
LUMO energy (spin up / spin down) ... -3.88 / -4.09 eV
Energy above the lowest of the compared OMol25 structures with the same formula, charge and spin ... 0.0 kJ/mol
Expectation value of S² ... 1.2332
Gap between HOMO and LUMO (spin up / spin down) ... 5.70 / 4.19 eV